# 1
C20H29N7 in the gas phase. Source: the Open Molecules 2025 dataset; level of theory: ωB97M-V with the def2-TZVPD basis set.

XYZ file:
```
56
Properties=species:S:1:pos:R:3:forces:R:3
C -0.486651 -0.578148 0.395093 -0.1455 -0.0985 0.0968
C 1.771800 -0.046178 3.216755 -0.1087 -0.3303 -0.1046
H -1.904404 0.986767 -1.203384 -0.0159 0.0502 -0.0954
C -1.770915 -1.142663 -2.924081 0.1232 -0.2447 -0.0143
N 1.738503 3.151037 0.621088 0.1106 0.9763 0.0935
C -3.993257 1.493187 -4.155973 -0.0177 -0.1015 0.0947
C 4.492157 -1.093700 2.866710 0.0130 0.2361 0.1603
H 1.979002 0.889550 3.740107 -0.0096 0.0623 -0.0278
H -4.995308 1.850652 -3.927402 -0.0415 0.0197 -0.0489
H 5.570407 -1.005907 3.007061 0.0248 -0.0694 -0.0635
H -4.181255 -0.084882 -2.673878 0.0115 0.0050 -0.0323
H 1.782233 -1.236810 5.006748 -0.0552 -0.0796 -0.0162
H 0.691257 -0.124598 3.071019 0.0246 0.0802 -0.0139
H 0.181148 -0.737911 -3.695213 -0.0308 -0.1906 0.0262
C -2.361484 -1.728094 2.000176 -0.1536 0.1748 0.1296
C -1.112064 1.236204 -1.930181 -0.1223 0.3112 -0.1748
C 2.279098 -1.228034 4.035529 0.0914 0.2538 0.1324
H 0.023809 -2.643992 0.032646 0.1469 0.0157 -0.1101
H 0.179682 -1.783242 -2.266877 0.0268 0.0273 -0.0145
N -0.016567 0.279604 -1.896610 0.2120 0.1581 0.0821
H -3.830141 1.552003 -5.231673 -0.0524 0.0027 -0.0559
C 2.475314 -0.008818 1.857278 0.3018 -0.0598 0.6482
H -1.264490 1.316209 1.058962 0.0113 0.0941 -0.0128
H 2.024987 -2.158752 3.522402 -0.0412 -0.0948 0.0199
C 3.790802 -1.139591 4.220696 -0.0651 -0.3079 -0.1338
N 0.995581 2.474086 -0.244067 -0.5251 -0.5538 -0.7164
H -2.612708 3.178831 -3.923913 0.0198 0.0682 0.0521
C 1.153681 1.201870 0.040344 0.7064 0.0393 0.5550
C -2.311354 -0.344273 1.929836 0.0912 0.0466 -0.0821
H 4.299524 -2.023713 2.326140 0.0509 -0.0867 -0.0265
H -1.924271 -2.066610 -3.491458 0.0372 -0.0329 0.1287
H -2.998121 0.263357 2.498462 -0.0693 0.0247 0.0617
N 2.003755 1.122334 1.098945 -0.8821 0.4995 -1.2694
C -3.753864 0.065765 -3.682899 -0.1490 -0.0395 -0.1190
N 2.336112 2.375542 1.421304 0.7378 -0.3454 0.9709
H 4.033714 -0.236806 4.784568 0.0412 0.0386 0.0799
H 2.225681 -0.915426 1.294496 0.0076 0.1308 0.0008
H -3.245434 2.524960 -2.410799 -0.0007 0.0319 0.0526
C -1.740233 1.261630 -3.321556 0.3454 0.2800 0.1396
C -0.629096 -1.953445 0.553675 0.2021 0.3068 -0.1420
C -2.901577 2.263261 -3.413113 0.0707 -0.1268 -0.1031
H -3.088240 -2.234188 2.621304 -0.0977 0.0439 0.0839
H -4.181571 -0.686927 -4.349386 -0.0966 -0.0003 0.0694
H -0.958411 1.503865 -4.051812 -0.0115 0.1004 0.1178
C 3.989808 0.087322 2.042740 -0.0071 -0.3012 -0.1466
C -1.351797 0.240140 1.118665 0.0142 -0.2311 0.0425
C -0.279359 -0.899851 -2.713491 -0.1089 -0.1883 -0.2488
C 0.526475 -0.000480 -0.579624 -0.1168 -0.2205 -0.1445
H 4.478825 0.104096 1.066112 -0.0097 0.0889 -0.0098
N -2.309855 -0.041071 -3.685475 -0.0962 -0.0072 -0.0068
H 1.326214 -0.739704 -0.732578 -0.1350 0.0871 0.0817
H 4.144588 -1.998902 4.792588 0.0433 0.0392 0.0764
H 4.217934 1.025743 2.550530 0.0061 0.0203 -0.0357
H -0.706229 2.217996 -1.677803 -0.2468 -0.0672 -0.0272
N -1.532685 -2.514338 1.334609 -0.0916 -0.5619 0.0887
H -2.270752 -1.268958 -1.943344 0.0317 0.0261 -0.0886
```
Forces are in eV/Å.

Values from the calculation:
HOMO energy: -8.274 eV
HOMO-LUMO gap: 8.9 eV
lowest unoccupied orbital energy: 0.612 eV

Atomic partial charges in e from the Löwdin method, atoms 1 to 4:
1. C -0.1715
2. C -0.1358
3. H 0.1167
4. C -0.1747

=====

# 2
A molecular structure, C20H29O19Pd. Source: the Open Molecules 2025 dataset; level of theory: ωB97M-V with the def2-TZVPD basis set.

XYZ file:
```
69
Properties=species:S:1:pos:R:3:forces:R:3
H -5.316148 0.644815 -5.094550 0.3396 -0.8467 0.1504
C 2.951752 1.880805 3.940910 -1.6246 -1.5237 -1.5822
O 4.235342 -4.405675 3.218180 0.1250 1.1468 2.0356
C 2.275322 0.459795 -4.416760 6.8867 1.0495 -1.3166
C 0.525892 1.618085 -3.823870 -1.7579 1.5645 0.4324
O -5.137488 -1.183765 0.206700 2.8872 -0.0824 2.8968
H -0.199168 1.978115 -4.553760 0.4703 1.0174 -0.0730
O 3.427192 0.207925 -4.704650 -0.9565 0.4004 -0.1462
C 0.223552 0.184485 -3.739670 -1.3126 -1.0542 0.4206
C 1.374272 -0.831235 -0.339360 1.2108 -0.2774 -0.3666
C 0.847652 3.302555 1.433170 -1.2359 -1.4639 0.5868
C -3.351858 0.144415 -2.726700 3.8673 -0.9052 1.2841
H 0.357412 2.111515 -2.866660 0.3997 0.3691 -0.0945
H -5.936858 0.586505 -3.397730 -0.8473 1.3634 -0.6717
O -4.336038 -0.321325 -3.392720 -0.8474 -2.6166 -2.5905
C -4.815158 -3.157905 -0.884370 -1.8009 -1.7843 -2.3693
O 3.821582 -0.209305 3.524420 0.1248 0.2049 1.0382
H 0.673372 2.580835 2.231190 -0.0737 -0.1572 -0.1457
H -4.681708 -3.450745 -1.925780 0.5890 0.6370 -0.2554
C 3.936102 -5.291365 2.327630 0.0717 -2.7362 -1.9829
O 3.093682 -4.778605 1.374360 0.5037 0.5856 0.3102
H -0.575598 0.037725 -4.466250 0.1145 -1.1118 0.1447
H -4.745168 2.807685 -3.417300 -0.0896 -0.0530 -0.2403
H -0.607918 4.794705 1.193960 -0.1262 0.5809 0.4581
C 2.986012 -3.372845 1.655330 -0.9991 0.1079 -0.2864
C 2.448352 4.810815 1.032980 3.7732 1.2560 0.9363
O 1.437532 -0.407645 -4.133970 -3.9026 -4.5456 1.0506
C -4.205288 1.923015 -3.754930 -0.9077 1.0357 -0.7689
O 1.313222 5.464755 1.320560 0.9981 2.7060 -0.8055
H -0.834838 -0.976765 -0.283420 -0.0292 -0.6791 0.0979
H 1.545532 -0.203125 -1.213570 -0.1565 0.1777 -0.0308
C 2.842972 0.649995 2.984610 -0.0787 1.0546 -0.8964
O 1.832682 1.677205 -4.269340 -0.0247 2.6419 -0.1406
H 0.126732 4.734135 2.871070 0.0334 0.5475 -0.0899
H 3.753462 2.533435 3.595330 0.0280 0.1004 0.5194
O 3.220882 1.175525 5.148420 -0.7392 2.1059 0.5476
H 3.659952 -2.726245 1.093350 -0.1671 -0.4415 -0.7466
O 2.209082 3.491295 1.304380 2.2005 0.5978 -0.7163
H -6.779348 -2.183715 -0.510210 0.1971 -0.2722 0.1888
O -3.640368 -2.756245 -0.287690 1.0569 -0.7443 0.2162
H -5.689638 -1.269245 -1.562230 -0.5073 -0.9150 -1.0774
C 0.292412 4.670185 1.795640 -0.6338 -2.0052 -0.6806
H 0.479402 2.883295 0.496840 -0.3212 0.1329 -0.0519
O -3.431568 1.473775 -2.723510 2.3975 0.4307 2.5609
H -0.113508 0.459585 0.113780 -0.3234 0.6118 0.7585
O 0.001142 -0.939875 1.645350 -0.8054 0.3188 -0.0534
H 1.928942 -3.121355 1.569000 0.2106 0.3419 -0.6013
C 3.361062 -3.265365 3.091930 0.8314 -0.1785 -0.1716
C 0.031492 -0.609815 0.266970 -0.6455 0.1256 0.4675
O 4.355962 -6.420725 2.281140 -0.4331 1.0142 0.1363
H 1.884252 0.132785 2.946260 -0.2493 0.2000 0.3889
H 2.436202 -3.368435 3.659470 0.5375 0.0323 0.8126
O 4.765772 -0.389415 5.599320 -2.8579 1.3226 -2.2913
H -3.534788 2.183585 -4.573850 -0.2340 0.0618 -0.3336
H 1.973932 2.357215 4.011550 0.3733 0.3206 0.2650
H 2.089472 -0.499985 0.413540 0.2482 -0.1014 -0.1012
O -3.052708 -1.260805 1.271940 -2.3837 -0.6314 -2.4749
O -2.438448 -0.534585 -2.256650 -2.1477 1.6551 -0.3141
O 3.561502 5.331375 0.790910 -4.7124 -2.2696 0.5078
C -3.858918 -1.697625 0.440790 0.6479 2.2254 3.0671
Pd -1.572378 -0.977245 3.165260 0.9804 0.0295 -1.1351
H 1.660252 -1.829295 -0.671300 -0.3373 -0.2082 0.3218
H -0.082638 -0.129325 -2.741740 0.0779 -0.3686 -0.3106
C -5.732898 -1.992035 -0.747480 -1.0718 1.5064 -1.5124
H 4.002372 -2.400915 3.263850 -0.6859 -0.0771 0.5481
C -5.064738 0.724185 -4.036910 -1.6053 -0.0395 0.9360
C 3.946662 0.155895 4.837090 4.9014 -3.6942 1.9541
H -5.264608 -4.094505 -0.554370 0.3915 0.0612 1.3009
H 3.109422 0.885035 1.954150 0.1574 0.1423 0.0854
```
Forces are in eV/Å.

Values from the calculation:
HOMO energy (spin up / spin down): -6.236 / -9.644 eV
spin multiplicity: 4
HOMO-LUMO gap (spin up / spin down): 5.7 / 7.0 eV
lowest unoccupied orbital energy (spin up / spin down): -0.504 / -2.616 eV

Atomic partial charges in e from the Löwdin method, atoms 1 to 4:
1. H 0.1431
2. C -0.0751
3. O 0.1001
4. C -0.6902

=====

# 3
A molecular structure, C20H30AuClO2. Source: the Open Molecules 2025 dataset; level of theory: ωB97M-V with the def2-TZVPD basis set.

XYZ file:
```
54
Properties=species:S:1:pos:R:3:forces:R:3
H 2.812719 1.018028 0.632314 -0.2445 0.2376 -0.1065
H -0.417582 -1.980077 3.776252 -0.1806 -0.2881 -0.3926
H 0.308815 3.581406 -0.853259 0.1438 -0.3726 -0.2323
C -1.861207 0.855154 4.106073 -2.1699 -0.9499 -0.6530
C -1.676369 -2.991923 0.792739 -0.0509 -0.4622 1.3196
O 2.021070 2.447978 -0.626042 -0.8573 -0.5626 -0.1578
C 0.628127 0.808114 0.471399 -0.0111 -0.1176 -0.2861
O 1.559318 -0.217904 -1.860694 0.7774 -0.2492 -0.9040
C -1.017721 -2.338620 2.934333 0.8990 -0.3413 -0.9475
C 2.828343 -0.116907 -2.589065 0.4832 -0.4607 -0.9590
H -0.015117 2.121114 3.958183 -0.2021 -0.0233 -0.1360
C -2.857828 -2.922478 1.680335 0.1998 0.9706 1.2351
H 4.902850 -0.657108 -2.428814 -0.2174 -0.1153 0.0381
C 1.910087 1.643871 0.541052 0.2156 0.2494 0.6493
C 0.706757 2.595131 -1.176531 -0.0701 0.6313 -0.1742
H 0.788680 2.599749 -2.279429 -0.0362 0.0337 0.5422
C -0.959537 1.799324 3.530243 -0.3331 1.9960 -2.7918
C 2.233680 -0.856408 -3.817603 -0.2749 0.1201 0.5095
H 0.874023 -0.211093 0.180411 0.0228 0.0975 0.1538
H 4.001158 1.228076 -3.774311 -0.3033 -0.0972 0.1899
C 3.964652 -0.828932 -1.885207 -0.0060 -0.0243 0.0717
H 2.159065 -0.207703 -4.693229 -0.0543 -0.2777 0.0478
H 4.086828 -0.387214 -0.895677 0.0166 -0.1169 0.1079
C 0.970272 -0.959784 -2.950728 -0.1184 0.0041 -0.0128
H -1.746834 0.368563 5.073042 -0.0098 0.0673 -0.3267
H 0.506113 -2.879643 1.403674 -0.4353 0.2200 0.1368
H -3.815936 0.039568 3.358434 0.4591 0.3110 0.0078
H -3.411519 1.639897 1.242094 0.0021 0.0511 0.1357
C -1.533035 2.254907 2.304991 1.6448 -0.2417 2.3289
H -3.880199 -3.184882 1.413695 0.3499 0.1868 -0.0901
H -1.140899 1.932419 -0.274977 0.1458 -0.2890 -0.0461
C -0.216459 1.475811 -0.647624 0.3402 0.3102 0.1660
H 1.879876 2.319977 1.416789 0.0169 -0.2424 -0.1282
H -1.655209 -3.761767 0.039002 0.1142 -0.2013 -0.2760
H 2.687905 -1.817798 -4.051690 0.0338 0.1200 -0.1324
C 3.258596 1.276621 -2.961281 0.2574 0.6372 0.3364
C -3.423994 -0.677527 -0.578718 0.9311 0.2847 -0.8103
H 3.797655 -1.907260 -1.796953 -0.0308 0.1630 0.0696
H -3.081800 -2.270957 3.806683 0.1349 -0.2172 -0.3629
Au -1.348799 -1.273736 -0.753573 -1.1189 -0.2891 1.2639
H -3.550129 0.196264 -1.222005 -0.0397 -0.0466 0.2890
H -3.694804 -0.520052 0.452471 0.1740 0.0361 0.2038
H 2.415846 1.899479 -3.278038 0.1901 -0.1826 -0.0653
C -2.448123 -2.480176 2.943791 -0.7464 -0.5439 -1.7020
C -0.542428 -2.750004 1.691546 0.2252 0.7110 0.4578
H -0.483621 0.762965 -1.453989 0.1632 0.4787 0.3292
H -1.098061 2.978888 1.632022 -0.0015 -0.0144 0.1070
Cl -4.383639 -1.976109 -1.233023 -0.6231 -0.4791 -0.2876
H 0.058084 -0.462465 -3.313503 0.1723 -0.1760 -0.0410
H 0.135542 0.772622 1.439485 -0.0719 0.0645 -0.1556
C -2.764793 1.554337 2.105926 0.2589 -0.4929 0.8819
C -2.954195 0.697472 3.221638 0.1301 -0.2516 0.7852
H 3.729350 1.762381 -2.102788 -0.0954 0.0949 -0.1982
H 0.754426 -1.991590 -2.649868 -0.1991 0.0498 0.0121
```
Forces are in eV/Å.

Values from the calculation:
HOMO energy (spin up / spin down): -7.247 / -7.681 eV
spin multiplicity: 3
HOMO-LUMO gap (spin up / spin down): 7.0 / 5.8 eV
lowest unoccupied orbital energy (spin up / spin down): -0.256 / -1.862 eV

Atomic partial charges in e from the Löwdin method, atoms 1 to 4:
1. H 0.1155
2. H 0.0951
3. H 0.1213
4. C -0.0734

=====

Relative energy (zero: lowest compared OMol25 entry of this formula, charge and spin) across the listed records, respectively: 0.138 0.557 0.000 eV.